{
  "formula": "C28H29AsGe2N4S5SeTl",
  "method": "the ωB97M-V functional and the def2-TZVPD basis",
  "symbols": ["Tl", "S", "As", "S", "S", "S", "N", "C", "N", "C", "C", "C", "C", "C", "C", "S", "H", "H", "H", "H", "H", "H", "C", "Ge", "C", "C", "Ge", "C", "C", "C", "C", "C", "C", "C", "C", "C", "C", "C", "C", "H", "H", "H", "H", "H", "H", "H", "H", "H", "H", "H", "H", "H", "H", "H", "H", "H", "H", "H", "Se", "N", "C", "C", "C", "C", "C", "C", "N", "H", "H", "H", "H"],
  "positions_angstrom": [[-2.04582, -0.89070, 0.93847], [-4.89622, -1.78840, 0.38747], [-4.17442, -1.97210, -1.61523], [-2.52172, -0.54300, -1.89993], [-3.30842, -3.97890, -1.97073], [-5.70492, -1.61180, -3.01153], [0.47808, -1.03120, -2.36433], [1.08248, -1.24680, -1.20953], [0.54228, -1.19050, -0.03373], [1.44228, -1.45160, 0.96457], [1.18778, -1.44790, 2.33177], [2.21158, -1.75260, 3.20657], [3.49048, -2.04030, 2.74687], [3.77528, -2.03000, 1.39297], [2.74808, -1.74340, 0.51907], [2.81328, -1.66710, -1.22153], [0.99578, -1.04620, -3.22433], [-0.54072, -0.86610, -2.37223], [0.19528, -1.21970, 2.69707], [2.02008, -1.77290, 4.27067], [4.27068, -2.28350, 3.45387], [4.76858, -2.22960, 1.01647], [-0.64452, 5.43330, 0.11617], [-1.84762, 3.85460, -0.28603], [-3.24032, 3.86500, 1.16157], [-2.86712, 4.33010, -1.94343], [-0.66142, 1.63750, -0.59283], [0.18628, 2.17710, -2.35183], [-0.40612, 1.78190, -3.54813], [0.14988, 2.10590, -4.77313], [1.32388, 2.84090, -4.82853], [1.90798, 3.27640, -3.64993], [1.34018, 2.94900, -2.43043], [0.87378, 1.88320, 0.70157], [2.19318, 1.53830, 0.43597], [3.15898, 1.57320, 1.42577], [2.81958, 1.94220, 2.71657], [1.50608, 2.27900, 3.00767], [0.55318, 2.23190, 2.00907], [-1.22332, 6.33860, 0.27197], [0.03998, 5.59380, -0.71013], [-0.05372, 5.23600, 1.00567], [-3.88132, 4.74070, 1.10267], [-2.79172, 3.84030, 2.15017], [-3.86172, 2.98110, 1.05667], [-3.44552, 5.24370, -1.82803], [-3.54862, 3.51740, -2.17433], [-2.19552, 4.45200, -2.78753], [-1.32152, 1.20580, -3.51423], [-0.33222, 1.77860, -5.68763], [1.77628, 3.07870, -5.78513], [2.81248, 3.87500, -3.67933], [1.79918, 3.30020, -1.51563], [2.46998, 1.24110, -0.56763], [4.18108, 1.30380, 1.19027], [3.57188, 1.95450, 3.49547], [1.23118, 2.57640, 4.01417], [-0.48162, 2.47390, 2.22687], [-1.02892, -3.56790, -0.94053], [-1.42812, -3.47000, 0.75567], [-1.11352, -4.67660, 1.31757], [-1.37412, -5.06080, 2.62787], [-1.00162, -6.32640, 3.04577], [-0.35612, -7.20740, 2.18827], [-0.09372, -6.85070, 0.87937], [-0.47602, -5.59090, 0.42757], [-0.26742, -5.11830, -0.84043], [-1.87782, -4.38120, 3.30227], [-1.22602, -6.64860, 4.05487], [-0.06202, -8.18750, 2.54647], [0.38458, -7.54060, 0.19837]],
  "forces_ev_per_a": [[-0.86, 0.11, 0.53], [0.56, 0.10, 0.26], [-0.91, -0.44, -0.27], [0.18, 0.42, 0.19], [-0.14, 0.08, -0.08], [0.07, 0.02, -0.23], [-0.09, 0.06, -0.42], [0.98, -0.08, 0.18], [-0.31, 0.31, -0.43], [0.75, -0.29, 0.03], [-0.19, -0.01, -0.04], [0.06, 0.00, 0.05], [0.22, -0.05, 0.14], [0.00, 0.03, -0.06], [-0.13, 0.02, -0.02], [-0.20, 0.03, 0.17], [-0.04, -0.01, 0.06], [0.02, -0.23, -0.06], [0.01, -0.02, -0.04], [-0.06, 0.02, 0.04], [0.08, 0.00, 0.06], [0.09, -0.08, 0.06], [-0.15, -0.80, -0.16], [-0.68, 0.39, 0.16], [0.45, -0.18, -0.35], [0.40, -0.29, 0.35], [0.54, 1.66, -0.10], [-0.27, -0.43, 0.25], [-0.23, -0.05, -0.01], [-0.01, -0.01, -0.18], [0.08, 0.08, -0.14], [0.17, 0.13, -0.14], [0.01, 0.04, 0.35], [-0.51, -0.46, -0.18], [-0.01, 0.11, -0.30], [0.19, 0.04, 0.02], [0.05, 0.04, 0.13], [0.14, 0.06, 0.23], [-0.39, 0.17, -0.13], [-0.24, 0.08, 0.00], [0.13, 0.03, -0.18], [0.08, -0.05, 0.16], [-0.02, 0.19, -0.12], [0.13, -0.02, 0.16], [-0.11, -0.16, -0.03], [-0.02, 0.14, 0.18], [-0.12, -0.15, -0.04], [0.15, 0.00, -0.14], [-0.08, -0.09, -0.06], [0.00, 0.00, 0.02], [-0.01, 0.02, 0.02], [-0.01, -0.02, 0.00], [0.11, 0.05, 0.03], [0.08, -0.08, -0.04], [0.03, -0.06, 0.00], [0.02, 0.00, 0.01], [-0.02, -0.06, -0.02], [-0.04, 0.02, 0.19], [-0.10, -0.53, 0.04], [0.03, 0.55, 0.28], [-0.10, 0.07, -0.36], [-0.07, -0.07, 0.24], [-0.07, 0.09, 0.34], [0.14, -0.29, -0.08], [0.01, -0.10, 0.02], [-0.10, 0.23, -0.14], [0.31, -0.38, -0.41], [-0.04, 0.06, -0.02], [0.01, 0.06, 0.09], [-0.03, -0.03, 0.00], [0.06, -0.01, -0.08]],
  "s_squared": 0.756,
  "e_lumo_ev": [3.81, 3.02],
  "multiplicity": 2,
  "charge": -2,
  "largest_force_ha_per_bohr": 0.0341
}

---

{
  "formula": "C28H29BNO3Sn",
  "method": "the ωB97M-V functional and the def2-TZVPD basis",
  "symbols": ["C", "C", "C", "H", "C", "C", "H", "C", "C", "C", "H", "C", "C", "H", "H", "H", "H", "H", "H", "Sn", "C", "C", "C", "H", "H", "H", "H", "H", "H", "C", "C", "H", "H", "O", "N", "C", "H", "C", "C", "H", "C", "H", "C", "H", "C", "H", "C", "H", "H", "H", "O", "B", "O", "C", "C", "C", "C", "C", "C", "H", "H", "H", "H"],
  "positions_angstrom": [[2.63528, 0.25138, 1.68959], [2.74719, -0.43857, 0.42267], [2.25408, 0.44503, -0.59956], [3.17874, -1.42758, 0.27039], [1.85136, 1.65886, 0.01479], [2.08803, 1.55505, 1.42086], [1.47626, 2.53177, -0.51637], [-1.33441, -1.72156, 1.46619], [-0.46406, -2.71857, 0.86451], [-0.63462, -2.63533, -0.53667], [0.13751, -3.44691, 1.41430], [-1.60286, -1.63235, -0.84043], [-2.03279, -1.06761, 0.38555], [2.23635, 0.24688, -1.66924], [1.99867, 2.35909, 2.14822], [2.99983, -0.11268, 2.65226], [-2.86776, -0.37922, 0.51187], [-0.12067, -3.25444, -1.27402], [-1.55405, -1.59797, 2.52238], [0.40262, -0.26694, 1.05985], [-2.27486, -1.40205, -2.18315], [-3.62200, -2.13175, -2.01062], [-1.51014, -2.04655, -3.34127], [-3.45018, -3.18100, -1.73631], [-4.21818, -2.12630, -2.92717], [-4.22200, -1.68150, -1.21048], [-1.38547, -3.12204, -3.17497], [-0.52301, -1.58801, -3.45892], [-2.07167, -1.91722, -4.27430], [-2.54924, 0.09943, -2.52801], [-1.43453, 0.99313, -3.07346], [-2.94154, 0.60849, -1.63776], [-3.35282, 0.10600, -3.27761], [-0.48477, 1.33378, -2.35970], [-1.41202, 1.48608, -4.34376], [-0.42642, 2.57236, -4.49407], [-2.27005, 1.56165, -4.88331], [0.97291, 1.98267, -4.53245], [2.06615, 2.60662, -3.91278], [1.89479, 3.51504, -3.32689], [3.34895, 2.06220, -4.03443], [4.19403, 2.56934, -3.56488], [3.55044, 0.88688, -4.77199], [4.55337, 0.47310, -4.88630], [2.45708, 0.25292, -5.37214], [2.58108, -0.66688, -5.94562], [1.17566, 0.80585, -5.25580], [0.30331, 0.32916, -5.71454], [-0.47524, 3.21708, -3.60873], [-0.64117, 3.14852, -5.40438], [-1.20385, 0.98750, 3.17888], [-1.19342, 1.45594, 1.81158], [-1.74020, 2.75853, 1.79319], [-2.00727, 3.09052, 3.10104], [-2.33740, 4.30889, 3.63827], [-2.24371, 4.43529, 5.03409], [-1.85977, 3.36494, 5.84760], [-1.58125, 2.11170, 5.29433], [-1.65946, 2.01688, 3.92805], [-2.63797, 5.12656, 2.98886], [-2.47633, 5.39546, 5.48909], [-1.77345, 3.47646, 6.92647], [-1.27378, 1.24323, 5.87131]],
  "forces_ev_per_a": [[-0.16, 0.56, 0.18], [-0.72, -0.13, 0.10], [-0.53, 0.17, 0.25], [-0.18, 0.33, 0.05], [0.90, 0.18, 0.77], [1.07, 0.19, -0.89], [-0.06, -0.38, 0.20], [-0.84, 0.31, -0.48], [0.38, 0.16, -0.70], [0.20, 0.17, 0.05], [-0.19, 0.34, -0.25], [0.04, 0.03, 0.76], [-0.14, -1.18, 0.24], [-0.12, -0.02, 0.27], [-0.24, -0.33, -0.15], [-0.14, 0.14, -0.40], [0.39, -0.01, -0.02], [-0.14, 0.26, 0.35], [-0.03, -0.20, -0.16], [-0.84, 0.74, -0.44], [0.25, 0.16, -0.17], [-0.37, -0.04, -0.01], [0.08, -0.03, 0.08], [0.03, 0.24, -0.05], [0.11, 0.09, -0.02], [0.11, -0.04, -0.17], [-0.01, 0.17, -0.08], [-0.05, -0.08, -0.06], [0.12, -0.01, 0.15], [-0.57, 0.09, -0.51], [1.23, -0.06, 1.01], [0.10, -0.01, -0.20], [-0.01, -0.10, 0.19], [-0.71, -0.86, 0.70], [-0.88, 0.62, 0.05], [0.36, -0.24, 0.03], [0.28, -0.24, 0.24], [0.45, -0.01, -0.47], [-0.22, -0.26, -0.17], [0.14, -0.25, -0.21], [-0.21, -0.05, -0.12], [-0.23, -0.19, -0.13], [-0.26, 0.07, 0.05], [-0.29, 0.12, 0.07], [-0.22, 0.20, 0.10], [0.10, 0.27, 0.16], [0.30, 0.04, 0.10], [0.46, 0.07, 0.08], [-0.17, 0.10, -0.33], [-0.02, -0.26, 0.23], [0.30, -0.72, -2.43], [0.51, 0.72, 2.29], [0.70, -1.73, -1.32], [0.56, -0.71, 1.16], [-0.18, 0.31, 0.04], [-0.15, -0.08, -0.09], [-0.15, -0.21, -0.09], [-0.09, 0.08, 0.12], [-0.15, 1.26, 0.10], [0.15, -0.01, 0.23], [0.06, -0.21, -0.10], [-0.09, 0.15, -0.26], [-0.04, 0.28, 0.06]],
  "e_lumo_ev": -5.11,
  "charge": 1,
  "largest_force_ha_per_bohr": 0.0497
}

---

{
  "formula": "C28H29BrLiN4O4S2",
  "method": "the ωB97M-V functional and the def2-TZVPD basis",
  "symbols": ["Li", "Br", "C", "C", "C", "C", "O", "C", "C", "N", "C", "C", "C", "C", "C", "C", "C", "C", "N", "C", "C", "H", "H", "H", "H", "H", "H", "H", "H", "H", "H", "C", "C", "N", "C", "S", "N", "C", "C", "H", "H", "H", "H", "H", "H", "H", "H", "H", "H", "H", "H", "C", "C", "C", "C", "C", "C", "C", "S", "O", "O", "O", "H", "H", "H", "H", "H", "H", "H"],
  "positions_angstrom": [[0.99000, -0.55043, -1.02210], [-3.97499, -3.67845, 2.98975], [-2.69947, -3.23956, 1.63585], [-3.00146, -3.48551, 0.28673], [-2.10475, -3.13332, -0.68571], [-0.85376, -2.47174, -0.40313], [-0.09705, -2.08212, -1.33826], [-0.55831, -2.31400, 1.00762], [0.66937, -1.72612, 1.48179], [1.64500, -1.42206, 0.70942], [2.83425, -0.85134, 1.16480], [3.26772, -0.78503, 2.46347], [4.47295, -0.12985, 2.79590], [5.23508, 0.46315, 1.83167], [4.83676, 0.38843, 0.47334], [5.55738, 1.00323, -0.57274], [5.12410, 0.86799, -1.85666], [3.96582, 0.10054, -2.10681], [3.24397, -0.45180, -1.16535], [3.65869, -0.30038, 0.12729], [-1.49935, -2.68505, 1.98190], [-3.93980, -3.95990, 0.02676], [-2.31706, -3.34798, -1.72774], [0.71712, -1.55537, 2.56690], [2.66672, -1.21559, 3.25555], [4.79041, -0.09778, 3.83156], [6.14258, 0.99819, 2.08660], [6.44342, 1.58215, -0.33625], [5.64108, 1.34293, -2.67978], [3.62414, -0.05470, -3.12373], [-1.25689, -2.53421, 3.02874], [-2.20241, 3.12148, -2.81676], [-1.81568, 2.33864, -4.06948], [-0.60370, 1.53043, -3.97593], [-0.42184, 0.19761, -3.91485], [1.10591, -0.46201, -4.23801], [-1.45316, -0.64484, -3.67685], [-2.61205, -0.40357, -2.82558], [-3.90787, -0.83762, -3.49388], [-2.93868, 3.88541, -3.08057], [-1.32958, 3.60365, -2.37951], [-2.63020, 2.49762, -2.03446], [-1.62320, 3.06664, -4.86058], [-2.62287, 1.69938, -4.42686], [0.26979, 2.02854, -4.01594], [-1.10108, -1.59071, -3.62912], [-2.65325, 0.64087, -2.56457], [-2.47063, -0.94655, -1.89151], [-4.05674, -0.30760, -4.43726], [-4.75886, -0.63292, -2.83999], [-3.89497, -1.90906, -3.70694], [-1.56661, 0.09122, 5.55555], [-1.11968, 0.62109, 4.21573], [-1.93920, 0.51469, 3.09562], [-1.49464, 0.92725, 1.84845], [-0.22359, 1.46673, 1.71164], [0.58806, 1.63014, 2.82561], [0.13880, 1.20256, 4.06672], [0.37173, 1.91307, 0.09623], [1.81828, 1.91315, 0.19424], [-0.21049, 3.21168, -0.18915], [-0.14152, 0.84695, -0.78749], [-2.48681, -0.48577, 5.46119], [-1.74818, 0.90320, 6.26487], [-0.80230, -0.55577, 5.98994], [-2.92561, 0.07409, 3.19593], [-2.11599, 0.80544, 0.96893], [1.57002, 2.06971, 2.70333], [0.78515, 1.30085, 4.93393]],
  "forces_ev_per_a": [[0.53, -0.85, -0.60], [0.04, -0.01, -0.05], [-0.12, -0.06, -0.03], [0.08, 0.04, 0.09], [0.05, -0.05, 0.00], [0.17, -0.17, 0.08], [-0.52, -0.16, 0.14], [-0.10, 0.18, -0.05], [0.09, -0.15, 0.05], [-0.08, 0.23, 0.05], [-0.01, -0.08, -0.08], [0.01, 0.04, 0.12], [0.01, -0.02, -0.02], [-0.04, 0.01, -0.02], [-0.02, -0.02, 0.03], [0.05, 0.01, -0.01], [0.04, -0.02, 0.00], [-0.06, -0.09, 0.07], [0.15, 0.36, 0.25], [-0.09, -0.10, -0.08], [0.09, 0.00, -0.02], [0.00, 0.01, -0.02], [-0.02, 0.03, 0.02], [0.00, -0.04, -0.01], [0.04, -0.01, -0.02], [-0.04, 0.03, 0.00], [0.01, -0.02, -0.01], [0.00, 0.00, 0.00], [0.01, -0.04, -0.02], [-0.08, 0.09, 0.00], [0.00, 0.07, -0.03], [0.06, -0.08, -0.03], [0.08, -0.06, -0.08], [-0.06, 0.03, 0.31], [-0.09, -0.04, -0.17], [-0.02, 0.20, 0.02], [0.05, 0.10, -0.06], [-0.02, -0.03, -0.03], [0.02, 0.00, 0.01], [0.02, -0.02, -0.02], [-0.01, 0.02, 0.03], [0.07, -0.03, 0.04], [-0.03, -0.03, -0.12], [-0.04, 0.02, 0.02], [0.01, -0.01, -0.04], [0.03, -0.04, 0.13], [0.04, 0.15, 0.09], [0.05, 0.01, 0.02], [-0.01, -0.02, 0.01], [0.02, -0.03, -0.01], [-0.01, 0.03, -0.01], [-0.01, 0.10, -0.03], [0.01, -0.04, 0.01], [0.01, 0.01, 0.03], [0.03, 0.04, 0.00], [-0.06, -0.11, 0.04], [-0.03, -0.03, 0.01], [-0.01, -0.03, 0.01], [-0.16, 0.64, -0.12], [0.10, -0.12, 0.04], [-0.10, -0.10, -0.05], [-0.19, 0.44, 0.15], [0.02, 0.00, 0.00], [0.00, -0.02, -0.02], [-0.01, -0.01, 0.01], [0.03, -0.04, -0.02], [0.03, -0.05, 0.03], [0.01, -0.08, -0.02], [-0.01, 0.00, -0.02]],
  "e_lumo_ev": 2.40,
  "charge": -1,
  "largest_force_ha_per_bohr": 0.0226
}

---

no.,total energy (eV)
1,-333556.4891
2,-43639.3034
3,-135581.4820